Density functional theory data (ωB97M-V/def2-TZVPD) for the molecule C26H31N5O5S.

## Properties
E_LUMO: 0.18 eV
Strongest force on any atom: 1.11 eV/A
Energy relative to the best compared isomer or geometry (same formula, charge and spin): 0.0 kcal per mole
HOMO-LUMO gap: 8.100 eV
SMILES string: Cc1ccc([C@H](C(=O)NC[C@H]2CCCO2)N(C(=O)c2snc(C(N)=O)c2N)c2ccc(C(C)C)cc2)o1

Positions of all 68 atoms, in Å:
C1 2.61 3.96 -1.09
C2 3.09 2.67 -0.52
C3 4.25 2.32 0.09
C4 4.13 0.95 0.43
C5 2.90 0.56 0.00
C6 2.21 -0.76 0.09
C7 1.71 -1.30 -1.25
O1 0.78 -2.06 -1.36
N1 2.49 -0.94 -2.30
C8 2.08 -1.21 -3.65
C9 1.41 0.04 -4.29
C10 0.62 -0.35 -5.54
C11 -0.74 -0.75 -4.96
C12 -0.75 -0.10 -3.56
O2 0.47 0.61 -3.42
N2 1.14 -0.74 1.09
C13 1.52 -0.98 2.38
O3 2.67 -1.33 2.65
C14 0.57 -0.73 3.45
S1 -0.97 0.08 3.35
N3 -1.20 0.09 4.95
C15 -0.22 -0.48 5.61
C16 -0.22 -0.55 7.08
N4 -1.33 -0.05 7.65
O4 0.71 -1.03 7.72
C17 0.85 -0.97 4.80
N5 1.93 -1.59 5.28
C18 -0.21 -0.61 0.69
C19 -1.10 -1.64 0.95
C20 -2.42 -1.53 0.57
C21 -2.88 -0.40 -0.09
C22 -4.33 -0.29 -0.49
C23 -5.01 0.85 0.28
C24 -4.48 -0.08 -2.00
C25 -1.98 0.62 -0.36
C26 -0.65 0.52 0.02
O5 2.26 1.61 -0.58
H1 3.45 4.61 -1.30
H2 1.94 4.46 -0.40
H3 2.05 3.77 -2.01
H4 5.09 2.96 0.28
H5 4.85 0.34 0.94
H6 2.95 -1.48 0.48
H7 3.18 -0.21 -2.16
H8 1.37 -2.03 -3.60
H9 2.95 -1.50 -4.25
H10 2.17 0.80 -4.48
H11 0.52 0.52 -6.19
H12 1.10 -1.15 -6.10
H13 -0.83 -1.84 -4.87
H14 -1.56 -0.40 -5.57
H15 -1.56 0.62 -3.44
H16 -0.83 -0.85 -2.77
H17 -2.05 0.34 7.07
H18 -1.42 -0.04 8.65
H19 2.69 -1.76 4.63
H20 2.05 -1.61 6.28
H21 -0.75 -2.53 1.45
H22 -3.10 -2.35 0.77
H23 -4.83 -1.23 -0.23
H24 -4.91 0.69 1.35
H25 -4.56 1.80 0.03
H26 -6.07 0.89 0.03
H27 -4.06 0.88 -2.30
H28 -5.53 -0.10 -2.29
H29 -3.96 -0.87 -2.54
H30 -2.31 1.51 -0.87
H31 0.04 1.32 -0.22

Atomic partial charges in e from the natural (NBO) method, atoms 1 to 5: -0.6563 0.2985 -0.3266 -0.2688 0.2397